This record from OMol25 describes a molecular structure, C3H3O4S at a distorted geometry. The level of theory is the ωB97M-V functional and the def2-TZVPD basis.

As for the frontier orbital gap: 0.3496 Ha. The value obtained for the energy above the lowest of the compared OMol25 structures with the same formula, charge and spin is 366.9 kJ/mol. The value obtained for the HOMO energy is -5.6 eV. Its spin multiplicity is 1. The charge is -1. The value obtained for the maximum force is 3.2 eV Å⁻¹.

Each line ends with the natural charge from an NBO analysis.
CARTESIAN COORDINATES (ANGSTROEM)
S (1.45, 0.33, 0.23)  2.30
O (1.64, -0.93, -0.49)  -0.97
O (2.48, 0.42, 1.19)  -1.00
O (-0.48, -0.80, 1.80)  -0.54
O (1.18, 1.56, -0.50)  -1.00
C (-2.05, -0.55, -1.42)  -0.29
C (-1.06, -0.05, -0.93)  -0.24
C (-0.02, 0.20, 1.28)  0.14
H (-0.41, 1.17, 1.59)  0.13
H (-2.81, -1.14, -1.90)  0.22
H (0.07, -0.19, -0.85)  0.25